C6H12O | ωB97M-V/def2-TZVPD

Computed properties:
- structure (SMILES) = CC(C)[C@H]1C[C@H]1O
- LUMO (hartree) = 0.033
- energy (hartree) = -310.909493
- ΔE to the lowest compared entry with this formula, charge and spin (kJ/mol) = 393.2
- frontier orbital gap (eV) = 8.19
- F_max (eV/A) = 3.0

Last column: Löwdin charge in e.
Element x y z (Å)
H 1.673 -1.145 -1.463  0.0859
H 2.562 1.145 0.570  0.0778
C -1.651 0.931 0.184  -0.1306
H -2.263 1.548 -0.479  0.1169
C 1.614 1.209 0.027  -0.0735
C 0.794 -0.064 0.194  -0.4174
C -1.609 -0.818 -0.238  -0.0140
H 1.047 2.071 0.397  0.0787
C 1.495 -1.286 -0.389  -0.0702
H -0.508 0.397 -1.512  0.1611
C -0.552 0.117 -0.457  -0.3656
O -2.467 0.487 1.286  -0.1099
H 1.843 1.381 -1.033  0.0840
H 0.618 -0.228 1.268  0.1433
H 0.891 -2.193 -0.269  0.0761
H 2.463 -1.451 0.094  0.0785
H -2.468 -0.964 -0.861  0.0903
H -1.958 0.400 2.086  0.0761
H -1.523 -1.537 0.597  0.1124

***

C6H12NO3 | ωB97M-V/def2-TZVPD

Computed properties:
- LUMO (hartree) = 0.115
- total charge = -1
- energy (hartree) = -516.050010
- ΔE to the lowest compared entry with this formula, charge and spin (kJ/mol) = 924.4
- frontier orbital gap (eV) = 4.09
- F_max (eV/A) = 5.1

Last column: Löwdin charge in e.
Element x y z (Å)
O 1.783 0.542 -0.112  -0.1463
C -1.044 -0.363 2.215  -0.2356
C 1.447 0.699 -2.450  -0.1908
H 2.308 -1.279 -2.817  0.1084
H -0.452 0.666 2.338  0.0478
H 0.722 -1.271 -2.022  0.1200
H 0.672 0.846 -3.207  0.1125
C 1.083 1.298 -1.109  -0.2057
O -4.735 -0.851 1.403  -0.1140
H 2.110 -1.508 -0.099  0.1167
H 2.377 1.147 -2.820  0.1101
C -2.620 0.043 1.976  -0.3434
H 0.010 1.202 -0.910  0.1218
H -0.895 -0.998 3.215  0.0480
H -0.550 -0.945 1.316  0.0309
H 1.358 2.354 -1.032  0.1140
C 2.318 -0.638 -0.728  -0.2128
H 3.404 -0.513 -0.803  0.1098
C 1.682 -0.746 -2.096  -0.1885
H -2.712 1.209 2.212  0.0109
N -4.763 -0.318 2.521  -0.1175
O -3.507 -0.574 3.008  -0.2964

***

C31H71Cl4N9O9 | ωB97M-V/def2-TZVPD

Computed properties:
- structure (SMILES) = CNC(C)=O.CNC(C)=O.CNC(C)=O.CNC(C)=O.CNC(C)=O.CNC(C)=O.CNC(C)=O.CNC(C)=O.CNC(C)=O.ClCCCl.ClCCCl
- LUMO (hartree) = 0.022
- energy (hartree) = -4234.636125
- frontier orbital gap (eV) = 9.68
- F_max (eV/A) = 4.7

Last column: Löwdin charge in e.
Element x y z (Å)
H 7.126 -18.046 -5.941  0.1154
H 9.478 -22.978 -18.199  0.0953
N 13.580 -14.917 -15.785  -0.0127
H 12.578 -13.926 -17.385  0.0885
H 10.523 -14.805 -6.999  0.1063
H 10.852 -21.440 -13.943  0.0490
H 15.110 -17.894 -15.634  0.0780
H 10.155 -15.692 -18.404  0.0874
N 10.927 -17.462 -19.106  0.0159
C 14.160 -16.058 -9.366  -0.1009
C 10.896 -15.732 -7.513  0.0043
H 11.454 -19.471 -16.792  0.0796
Cl 10.674 -22.055 -9.846  0.5898
C 14.263 -21.632 -16.406  -0.6242
H 14.624 -11.982 -11.585  0.0776
H 16.277 -19.793 -11.906  0.0838
O 9.314 -18.323 -17.846  0.0015
C 13.914 -13.888 -12.334  -0.4968
C 12.291 -20.000 -10.335  -0.5791
H 16.420 -19.858 -13.676  0.0166
O 10.948 -22.235 -16.445  0.0002
N 17.572 -18.309 -12.936  0.0013
H 12.679 -13.186 -15.698  0.0810
H 11.557 -14.496 -16.171  0.0812
Cl 15.982 -21.053 -16.489  0.5221
H 6.190 -20.570 -15.253  0.0814
O 10.135 -18.464 -5.322  0.0148
O 13.212 -16.663 -17.155  0.0311
H 13.658 -20.787 -16.423  0.0151
C 15.149 -16.769 -15.732  0.0077
H 12.036 -16.333 -12.253  -0.0067
C 8.156 -16.433 -5.040  -0.0511
C 17.754 -17.281 -12.061  -0.5546
H 9.892 -17.413 -13.817  0.0365
H 7.569 -20.193 -6.027  0.0611
C 14.002 -22.419 -15.140  -0.6347
H 7.628 -22.895 -17.895  0.0909
H 10.309 -19.045 -13.849  0.0639
H 12.988 -22.907 -15.314  0.0795
C 8.405 -14.078 -9.682  -0.0680
H 10.736 -15.605 -20.108  0.0844
H 13.685 -15.934 -10.376  0.0618
H 10.648 -17.913 -15.240  0.0659
H 8.111 -14.306 -8.655  0.0661
O 7.825 -19.436 -13.350  0.0074
H 15.484 -16.347 -14.809  0.0461
N 12.736 -14.470 -12.067  0.0219
C 6.581 -19.554 -15.420  0.0130
H 8.530 -16.453 -4.024  0.0838
O 14.511 -14.070 -13.389  0.0084
H 15.581 -18.599 -13.007  0.0559
C 19.089 -16.515 -12.198  -0.0023
C 12.568 -14.067 -16.294  -0.0800
H 12.931 -15.871 -13.641  0.0849
H 8.730 -18.527 -16.139  0.0641
H 13.272 -20.485 -10.462  0.0676
C 8.637 -20.120 -6.059  0.0018
C 16.442 -19.228 -12.820  -0.1093
C 9.898 -21.854 -14.298  0.0065
H 15.962 -16.555 -16.508  0.1098
N 8.833 -15.359 -10.293  -0.0054
H 14.044 -22.188 -17.322  0.0858
C 10.236 -16.219 -19.363  -0.0563
C 8.967 -18.741 -5.563  -0.5662
H 13.950 -12.903 -10.329  0.0660
H 14.075 -14.653 -14.953  0.0485
C 11.968 -15.351 -8.505  -0.4669
O 11.763 -14.535 -9.418  -0.0059
H 7.188 -15.849 -5.201  0.1152
H 19.161 -16.043 -13.232  0.1016
H 9.093 -20.841 -5.334  0.1026
N 8.737 -18.450 -15.132  0.0462
H 9.982 -16.170 -7.913  0.0733
H 13.246 -16.702 -7.601  0.1324
C 10.470 -18.351 -18.265  -0.5724
H 12.288 -14.244 -11.198  0.0804
H 9.273 -13.412 -9.585  0.0727
Cl 13.940 -21.381 -13.688  0.5872
C 8.592 -23.381 -17.607  -0.0694
N 8.795 -23.026 -16.196  0.0103
H 19.893 -17.182 -11.896  0.0742
C 11.024 -20.673 -10.881  -0.6634
C 13.851 -16.149 -16.267  -0.5597
Cl 12.600 -18.603 -11.421  0.6136
C 10.018 -18.221 -14.465  -0.0320
H 5.825 -18.850 -15.105  0.0768
H 7.514 -13.639 -10.207  0.0929
N 8.012 -17.784 -5.580  0.0128
H 6.858 -19.461 -16.508  0.0917
H 14.811 -16.992 -9.276  0.1076
H 9.575 -15.267 -10.935  0.0797
H 9.071 -20.327 -7.049  0.0830
H 11.248 -21.069 -11.808  -0.0036
H 8.111 -18.137 -11.649  0.0761
C 14.512 -13.000 -11.242  0.0115
H 8.630 -24.451 -17.801  0.0698
H 9.505 -17.151 -11.849  0.0658
N 13.143 -16.060 -8.369  0.0107
C 9.962 -22.381 -15.721  -0.4564
H 8.109 -23.238 -15.578  0.0769
H 18.308 -18.581 -13.577  0.1321
H 11.222 -15.231 -13.226  0.0942
H 9.540 -22.607 -13.506  0.1225
O 7.381 -16.764 -9.227  0.0524
H 9.434 -18.195 -10.403  0.0446
C 8.859 -17.593 -11.043  0.0099
H 10.248 -19.963 -10.970  0.0327
H 14.798 -23.161 -14.977  0.0696
H 19.104 -15.673 -11.513  0.0677
C 7.756 -19.160 -14.528  -0.5725
H 9.240 -16.486 -19.758  0.0918
C 8.230 -16.598 -10.065  -0.5291
H 8.890 -15.947 -5.638  0.0345
H 11.285 -16.382 -6.778  0.0488
H 11.903 -17.533 -19.416  0.1486
H 12.212 -19.538 -9.395  0.0438
H 10.857 -20.466 -18.187  0.0920
C 11.327 -19.510 -17.879  0.0073
H 14.825 -15.156 -9.335  0.0886
O 16.905 -17.124 -11.221  0.0429
H 9.203 -21.048 -14.152  0.0345
H 15.527 -13.240 -11.019  0.0732
H 12.284 -19.422 -18.301  0.0567
C 12.233 -15.496 -12.900  -0.0804

***

C25H25N5O4 | ωB97M-V/def2-TZVPD

Computed properties:
- structure (SMILES) = [H]/N=c1\c(C(=O)NC[C@H]2CCCO2)cc2c(=O)n3ccccc3nc2n1Cc1ccc(OC)cc1
- LUMO (hartree) = -0.018
- energy (hartree) = -1542.457019
- ΔE to the lowest compared entry with this formula, charge and spin (kJ/mol) = 0.5
- frontier orbital gap (eV) = 7.40
- F_max (eV/A) = 1.0

Last column: Löwdin charge in e.
Element x y z (Å)
C -1.339 2.758 -0.421  -0.0929
C -2.392 -5.167 -2.054  -0.1199
C -1.087 -5.856 -2.441  -0.1481
O -1.169 -5.695 -0.088  -0.1062
N -2.338 -3.151 0.205  0.0795
H 0.272 -4.703 -1.194  0.1083
C -2.057 0.414 -0.506  -0.3024
N -1.013 1.346 -0.565  0.0439
C 4.703 2.512 -1.245  -0.0485
H 2.992 3.768 -0.946  0.1151
N 1.168 2.007 -0.827  0.1935
N 2.902 0.426 -1.136  0.1055
C -1.655 -0.995 -0.561  -0.0384
C -0.256 -5.667 -1.174  -0.1923
C -0.732 3.324 0.832  -0.2257
C 5.139 1.175 -1.382  -0.0499
H -3.958 0.164 -0.400  0.0496
H -4.126 -4.096 -0.157  0.1283
C 1.687 5.930 4.404  -0.0958
H -3.074 -6.395 -0.387  0.1487
H 0.480 -6.459 -1.016  0.1208
C 0.646 -0.342 -0.873  -0.0547
C 0.405 4.346 3.173  -0.2798
O 2.461 -1.823 -1.218  0.0656
H -1.259 -6.918 -2.623  0.1136
C -3.146 -4.341 0.257  -0.1125
C 2.008 -0.702 -1.086  -0.3565
C 3.381 2.771 -1.061  0.0165
H 6.181 0.948 -1.531  0.1070
H -0.037 -2.362 -0.868  0.1142
C 4.225 0.176 -1.322  -0.0205
H 5.422 3.315 -1.288  0.1109
C -2.497 -5.473 -0.556  -0.3112
H 1.116 6.799 4.061  0.0949
H -2.316 -4.090 -2.210  0.1123
O -3.848 -1.881 -0.887  0.0564
H 0.227 4.965 -0.140  0.1115
H 4.467 -0.874 -1.415  0.1319
H 2.596 5.832 3.801  0.0932
C 0.274 1.007 -0.751  -0.1916
C 0.051 4.465 0.801  -0.0481
C -0.382 3.194 3.210  0.0028
C -0.359 -1.335 -0.762  0.0604
H -3.253 -5.538 -2.605  0.1199
H 1.216 5.876 1.892  0.0992
C 0.615 4.982 1.956  -0.0221
H -1.389 -3.257 0.527  0.1361
C -2.719 -2.031 -0.450  -0.4512
H -0.612 -5.417 -3.315  0.1127
H 1.963 6.072 5.448  0.0918
H -1.559 1.809 2.097  0.1160
H -3.253 -4.663 1.297  0.1274
H -0.540 2.712 4.162  0.1171
C -0.943 2.695 2.055  -0.0205
O 0.913 4.757 4.371  -0.0880
H -0.966 3.295 -1.295  0.1271
C 2.430 1.717 -1.002  -0.2273
H -2.431 2.799 -0.386  0.1099
N -3.236 0.877 -0.399  0.1627

***

C5H8N | ωB97M-V/def2-TZVPD

Computed properties:
- structure (SMILES) = [NH3+][C@@H]1[C@H]2[C@@H]3C[C@@]213
- LUMO (hartree) = -0.144
- total charge = +1
- energy (hartree) = -249.600768
- ΔE to the lowest compared entry with this formula, charge and spin (kJ/mol) = 589.1
- frontier orbital gap (eV) = 9.39
- F_max (eV/A) = 5.1

Last column: Löwdin charge in e.
Element x y z (Å)
H 1.760 0.690 1.484  0.1294
H 2.159 -1.552 0.377  0.0723
H -1.036 0.448 1.527  0.1264
H 2.190 -0.980 -1.311  0.1643
C 0.438 1.022 -0.328  -0.0207
H -2.145 -1.112 0.000  0.1348
H -2.810 0.576 -0.003  0.2075
C 0.434 -0.424 0.023  -0.2139
C 1.834 -0.786 -0.208  -0.0159
H 0.391 1.687 -1.154  0.1213
N -2.066 -0.156 -0.147  0.2083
H -1.942 -0.179 -1.241  0.2298
C 1.585 0.566 0.439  -0.0453
C -0.792 0.199 0.543  -0.0982